# 1
Molecular formula: H5N2P
Method: DFT, the ωB97M-V functional and the def2-TZVPD basis

Each line ends with the Löwdin charge.
Geometry (Å):
N1 0.9972 0.5893 -0.7197  -0.07
N2 0.5029 -0.6254 -0.1374  -0.63
P1 0.5939 -2.1910 -0.7113  0.55
H1 0.2249 1.2435 -0.8072  0.06
H2 1.6189 0.9796 -0.0425  0.05
H3 -0.2015 -0.3098 0.5254  -0.08
H4 -2.1941 0.0174 1.0459  0.08
H5 -1.5423 0.2964 0.8469  0.03

Cartesian forces (eV/Å) of the 6 atoms listed first:
N 0.4 -0.5 -0.8
N -1.0 -0.5 -0.6
P 0.1 1.7 0.6
H -0.1 -0.1 -0.1
H 0.6 0.4 0.4
H 0.4 -1.2 0.3

The LUMO energy (spin up / spin down) is -0.38 / -0.38 eV. The total energy comes out at -453.7118 hartree. Its HOMO energy (spin up / spin down) is -7.293 / -7.297 eV. Its orbital gap (spin up / spin down) is 6.92 / 6.91 eV. The energy above the lowest of the compared OMol25 structures with the same formula, charge and spin comes out at 358.08 kJ/mol.

***

# 2
Molecular formula: H5N2PS
Method: DFT, the ωB97M-V functional and the def2-TZVPD basis

Each line ends with the Löwdin charge.
Geometry (Å):
H1 -0.5194 -1.4428 -0.9733  -0.06
N1 -0.2438 -0.5445 -0.5339  -0.35
P1 -1.6749 -0.2518 0.0832  0.70
N2 -1.6798 1.3454 0.4030  -0.26
H2 -2.3876 1.6334 1.0919  0.03
H3 -0.8723 1.9593 0.3378  0.05
S1 3.0503 -0.5694 -0.0364  0.46
H4 1.7046 -0.3792 -0.1330  -0.28
H5 2.6229 -1.7503 -0.2393  -0.29

Cartesian forces (eV/Å) of the 6 atoms listed first:
H 1.1 0.0 0.1
N -1.9 -0.6 -0.2
P 0.8 -0.1 -0.6
N -0.7 0.9 1.4
H 0.6 0.1 -0.6
H -0.1 -0.2 -0.1

The LUMO energy is 0.28 eV. The total energy comes out at -852.0308 hartree. Its HOMO energy is -8.975 eV. The structure (SMILES) is [H]/N=P/N.S. Its orbital gap is 9.26 eV. The energy above the lowest of the compared OMol25 structures with the same formula, charge and spin comes out at 106.65 kJ/mol.

***

# 3
Molecular formula: H5N2PS2
Method: DFT, the ωB97M-V functional and the def2-TZVPD basis

Each line ends with the Löwdin charge.
Geometry (Å):
N1 -0.6625 0.4554 -1.2078  -0.15
P1 0.6278 0.1713 -0.3127  -0.18
N2 -0.1532 -0.0342 1.3821  -0.18
S1 2.1712 1.2776 -0.3153  0.20
S2 0.8535 -1.9109 -0.3929  0.42
H1 -1.4816 0.3766 -0.5870  0.08
H2 -0.6505 1.2546 -1.7273  0.02
H3 -0.6740 0.7972 1.3728  -0.02
H4 0.4449 -0.1944 2.1416  0.00
H5 -0.4756 -2.1932 -0.3534  -0.17

Cartesian forces (eV/Å) of the 6 atoms listed first:
N -2.3 -1.5 1.4
P 0.9 -2.5 5.2
N -0.4 0.0 -4.8
S 0.3 0.1 -0.7
S 0.6 -0.7 -0.9
H 0.1 0.0 -0.9

The LUMO energy is 0.58 eV. The total energy comes out at -1250.2696 hartree. Its HOMO energy is -9.046 eV. The structure (SMILES) is NP(N)(=S)S. Its orbital gap is 9.62 eV. The energy above the lowest of the compared OMol25 structures with the same formula, charge and spin comes out at 81.62 kJ/mol.

***

# 4
Molecular formula: H5NO2
Method: DFT, the ωB97M-V functional and the def2-TZVPD basis

Each line ends with the Löwdin charge.
Geometry (Å):
N1 1.0856 0.9543 0.3037  -0.03
O1 1.0899 -0.1909 -0.5903  -0.17
H1 0.2200 1.4216 0.0780  0.06
H2 0.8113 0.5515 1.2244  0.08
H3 1.8492 -0.0122 -1.1755  0.09
O2 -1.9732 -0.7181 -0.0302  -0.05
H4 -1.0990 -0.6607 -0.4680  0.02
H5 -1.9838 -1.3455 0.6578  0.00

Cartesian forces (eV/Å) of the 6 atoms listed first:
N -0.4 -0.7 0.8
O 0.3 0.4 0.0
H -0.2 0.4 -0.5
H 0.7 0.0 -0.8
H -0.5 -0.1 0.5
O 0.2 1.7 -1.8

The LUMO energy is 0.95 eV. The total energy comes out at -208.1636 hartree. Its HOMO energy is -10.524 eV. The structure (SMILES) is NO.O. Its orbital gap is 11.47 eV. The energy above the lowest of the compared OMol25 structures with the same formula, charge and spin comes out at 0.00 kJ/mol.

***

# 5
Molecular formula: H5NP2S2
Method: DFT, the ωB97M-V functional and the def2-TZVPD basis

Each line ends with the Löwdin charge.
Geometry (Å):
N1 -0.2325 0.4413 0.6126  -0.67
P1 0.2258 -1.1752 0.5473  0.10
P2 1.2881 1.2323 1.0264  0.64
S1 2.2257 -1.2940 0.0880  0.31
S2 -0.6821 -1.5988 -1.3642  0.36
H1 -0.7294 0.3258 1.5507  0.03
H2 2.3035 -1.2129 1.3858  -0.23
H3 1.5751 1.2146 -0.3536  -0.10
H4 0.6853 2.4010 1.0609  -0.15
H5 -0.9399 -2.8066 -1.2349  -0.29

Cartesian forces (eV/Å) of the 6 atoms listed first:
N -0.7 0.0 2.5
P -2.1 -3.2 -0.8
P 1.0 -0.6 -0.4
S 0.7 -0.7 -1.2
S 0.8 3.5 -0.4
H 0.2 0.8 -1.5

The LUMO energy is 0.48 eV. The total energy comes out at -1536.7866 hartree. Its HOMO energy is -8.454 eV. Its orbital gap is 8.93 eV. The energy above the lowest of the compared OMol25 structures with the same formula, charge and spin comes out at 119.02 kJ/mol.

***

# 6
Molecular formula: H5NS
Method: DFT, the ωB97M-V functional and the def2-TZVPD basis

Each line ends with the Löwdin charge.
Geometry (Å):
N1 1.6265 -1.0482 -1.0451  0.00
H1 1.9738 -0.3642 -0.3863  -0.01
H2 1.0506 -0.6216 -1.7521  -0.01
H3 2.4359 -1.3264 -1.6078  0.01
S1 -1.0629 0.5697 0.6335  0.47
H4 -0.2563 1.1700 -0.2734  -0.22
H5 -0.0389 -0.0307 1.2115  -0.24

Cartesian forces (eV/Å) of the 6 atoms listed first:
N 0.8 -0.6 -0.6
H -0.2 0.3 -0.1
H -0.5 0.5 0.2
H -0.1 -0.1 0.5
S -0.2 0.5 -0.5
H -0.3 -0.1 0.3

The LUMO energy is 0.85 eV. The total energy comes out at -455.9220 hartree. Its HOMO energy is -9.690 eV. The structure (SMILES) is N.S. Its orbital gap is 10.54 eV. The energy above the lowest of the compared OMol25 structures with the same formula, charge and spin comes out at 16.82 kJ/mol.

***

# 7
Molecular formula: H5O2S
Method: DFT, the ωB97M-V functional and the def2-TZVPD basis

Each line ends with the Löwdin charge.
Geometry (Å):
S1 0.8991 0.6743 0.8323  -0.23
H1 0.2899 -0.4282 0.2910  -0.41
H2 1.9422 -0.5751 -1.4391  -0.06
H3 1.5982 -1.3348 -2.7215  0.01
O1 2.1838 -0.6741 -2.3588  -0.09
H4 -3.0607 0.9599 1.7575  0.02
H5 -1.5800 0.9121 1.5676  -0.09
O2 -2.2723 0.4658 2.0709  -0.14

Cartesian forces (eV/Å) of the 6 atoms listed first:
S -0.3 -0.5 -0.5
H 0.2 0.5 0.3
H -0.3 0.4 0.8
H -0.3 -0.2 0.0
O 0.6 0.0 -0.8
H 0.5 -0.6 0.4

Its net charge is -1. The LUMO energy is 4.06 eV. The total energy comes out at -551.7058 hartree. Its HOMO energy is -2.921 eV. Its orbital gap is 6.98 eV. The energy above the lowest of the compared OMol25 structures with the same formula, charge and spin comes out at 42.55 kJ/mol.

***

# 8
Molecular formula: H5O3
Method: DFT, the ωB97M-V functional and the def2-TZVPD basis

Each line ends with the Löwdin charge.
Geometry (Å):
O1 1.8310 -1.0243 1.3781  -0.17
H1 1.9711 -1.9314 1.3721  -0.07
O2 -2.1676 0.9957 -0.7808  -0.01
H2 -2.1489 1.8666 -0.7098  -0.06
H3 -1.3549 0.8006 -0.4022  -0.06
O3 0.5768 0.2995 -0.4527  -0.43
H4 0.0745 -0.2344 -0.9743  -0.18
H5 1.2181 -0.7724 0.5696  -0.02

Cartesian forces (eV/Å) of the 6 atoms listed first:
O -0.8 2.2 -0.3
H 0.3 -2.5 -0.1
O -3.2 -4.8 -1.5
H -0.3 6.3 0.2
H 3.7 -1.5 1.2
O 1.8 1.8 2.5

Its net charge is -1. The LUMO energy is 4.72 eV. The total energy comes out at -228.7117 hartree. Its HOMO energy is -3.549 eV. Its orbital gap is 8.27 eV. The energy above the lowest of the compared OMol25 structures with the same formula, charge and spin comes out at 103.14 kJ/mol.